1.
# C30H43MoN8O3P2S3

A structure of composition C30H43MoN8O3P2S3 (ωB97M-V/def2-TZVPD, the OMol25 dataset).

Output
Lowest unoccupied orbital energy (spin up / spin down) = -2.579 / -2.359 eV
Frontier orbital gap (spin up / spin down) = 7.13 / 6.42 eV
<S²> = 2.45

ORCA input file:
```
! RIJCOSX wB97M-V def2-TZVPD def2/J DEFGRID3
* xyz 1 3
H -4.8109 1.8288 -2.7328
H -2.1799 -2.6521 0.3692
H -4.6618 2.4795 -0.1326
N -0.2852 2.4782 -0.1830
C -1.4204 4.5761 3.9241
H 1.2349 -5.0071 -0.3132
H 0.7888 -3.2751 -2.5804
C -1.9537 -0.6134 -2.0020
C 0.6784 -3.4271 2.9858
C 4.4908 -2.3704 -1.9204
H 2.4742 0.4451 -3.5531
H 4.1516 0.7390 -0.6189
S -3.9098 1.5970 4.6166
H 2.5484 -1.4622 2.8038
H 3.8097 -3.2203 -1.9445
H -4.1657 0.1564 6.4430
C 0.1626 -5.0640 -0.1365
O 1.6783 -2.3572 -0.6117
H 1.3583 -0.3170 -4.6811
H 5.5438 -0.3401 -0.4136
C -0.0617 3.4806 0.6242
H 2.0759 1.8946 1.9944
H 3.2399 -2.0167 1.2655
H -0.0127 -5.7042 0.7328
N -3.5751 2.0559 2.0933
C -0.3204 3.4895 2.0709
H -2.1883 -4.2992 1.0238
C 2.1626 -0.5114 -3.9699
N 1.6771 -1.3947 -2.9117
H 1.3181 -4.0455 3.6145
H 0.3123 -2.5816 3.5759
C -1.8516 -3.6729 0.1929
P 0.5692 -2.5036 0.5272
H -0.4919 0.9992 -2.5330
C -3.2501 1.2309 3.0286
C 0.3818 4.1611 -1.6713
H -0.3087 -5.5252 -1.0057
C -3.7449 0.0062 5.4501
C -0.0367 2.8381 -1.5134
C 0.2318 2.5362 2.9287
H -1.5717 5.2232 1.8916
C -1.1377 4.5037 2.5741
C 1.1836 1.4671 2.4550
C -4.0064 1.1279 -2.5549
H -4.3110 -0.7647 4.9333
C -0.8781 3.6313 4.7822
C 0.0327 2.5790 -3.8819
H -2.7025 -0.2871 5.5424
H -1.0976 3.6678 5.8404
C -0.0634 2.6283 4.2836
H 3.0030 -0.9600 -4.5103
H -0.1120 1.9704 -4.7648
C -3.6286 0.2280 -3.4982
O -0.2327 -1.2631 0.6926
N -0.3949 -3.7295 0.0650
H 5.3687 -2.6641 -1.3439
N -2.2996 0.2953 -1.0409
H 0.9616 5.7368 -3.0278
C 0.4496 3.9082 -4.0296
O 1.7812 0.2458 -0.8437
C -3.3570 1.1512 -1.2945
H -0.1745 -4.0276 2.6724
H 0.4817 -2.5519 -4.1612
H 0.3557 1.8930 4.9589
S -2.2113 -0.1668 2.7780
H 5.1446 0.2906 -2.0204
H 3.3408 -3.0447 2.6975
N 3.8550 -1.2229 -1.2848
N 1.4493 -2.9884 1.8181
C 1.2372 -2.6994 -3.3861
C -2.5793 -0.6843 -3.2052
C -0.1966 2.0310 -2.6386
H -2.3110 -4.0394 -0.7265
H 0.7794 0.7739 1.6954
H -2.0672 5.3562 4.3008
N -2.9836 1.7347 0.8860
H 4.8110 -2.1450 -2.9429
P 2.2264 -1.0432 -1.4010
H 1.4819 0.8574 3.3059
H -1.1272 -1.2668 -1.7549
C 0.6385 4.7099 -2.9254
C 4.7211 -0.0648 -1.0760
H -2.2693 -1.4280 -3.9258
C -3.7425 1.9145 -0.1950
Mo -1.2736 0.6629 0.6897
C 2.7120 -2.3331 2.1618
S 0.4962 4.9246 -0.1276
H 0.6244 4.3097 -5.0184
H -4.1249 0.1971 -4.4584
H 2.0593 -3.2764 -3.8222
*
```


2.
# C30H43N5O7PRuS2Se2

A structure of composition C30H43N5O7PRuS2Se2 (ωB97M-V/def2-TZVPD, the OMol25 dataset).

Output
Lowest unoccupied orbital energy (spin up / spin down) = 2.251 / 1.895 eV
Frontier orbital gap (spin up / spin down) = 6.01 / 6.50 eV
Energy above the lowest of the compared OMol25 structures with the same formula, charge and spin = 32.10 kJ/mol
<S²> = 6.11

ORCA input file:
```
! RIJCOSX wB97M-V def2-TZVPD def2/J DEFGRID3
* xyz -1 5
C -1.0029 2.8444 -3.5932
C -0.1731 1.2659 -1.9459
H -2.5310 -1.2043 2.5792
H -5.3064 2.1682 4.1472
C -5.2988 1.8329 3.1077
H 1.3496 -1.9235 4.4652
H 2.5038 4.9559 -2.8257
C 2.9686 2.4095 -0.6604
C 0.7883 -3.6293 2.6740
C 0.0548 3.7659 -3.3689
H -7.3865 2.2629 2.7251
H -5.5921 -1.3698 2.5582
C -1.1197 1.6592 -2.9155
H -1.8729 9.0762 1.2094
H 3.3237 -4.8437 -1.8984
C 0.7782 -1.4691 -3.4485
C 3.0164 -4.1824 -1.0887
C -0.4663 -2.7799 2.4210
C -4.5893 -1.8015 2.5851
H 0.9912 -2.3727 -4.0188
H -0.0090 -1.6621 -2.7200
H 1.7680 9.6281 -1.3330
H 5.4091 -0.0687 -0.9256
C -3.5596 1.4631 1.3962
O 0.9114 -2.6316 4.9658
N -3.5820 0.1175 1.3933
C 0.9630 2.1382 -1.7537
H 5.2711 -1.4833 0.1533
C 0.3834 0.9570 1.5353
H -1.3341 -3.3555 2.7564
H 1.3825 -5.7066 2.5082
O 2.2067 -3.1571 -1.6628
H -6.3753 2.1937 1.2697
H -0.4245 -1.8736 3.0220
H -3.1089 -0.2714 0.5807
N -0.0460 4.9494 -3.9610
H 0.1288 -4.4246 0.3363
H 4.0835 -0.1880 0.2708
H -6.2938 3.5970 2.3336
H -1.1610 5.6881 -1.9019
N 0.7730 5.9657 -3.7974
C 0.5923 -5.0549 2.1190
C -0.5142 6.5468 -1.7839
C -0.8357 9.0464 1.5552
N -3.9684 2.1035 2.5556
C 1.1384 8.7594 -1.4763
C -6.4068 2.5114 2.3127
P 2.3457 -1.5816 -1.3526
H -0.6269 8.0581 1.9732
O 0.0656 9.3664 0.5160
H -4.4800 -2.4480 1.7134
H 1.9102 -4.3440 4.3658
C 0.9617 -3.8146 4.1922
C 1.3040 7.9272 -2.5576
H -0.3647 -5.4373 2.5015
H 2.0046 -3.1801 0.9713
C 3.2440 3.5837 -1.3666
H -0.6933 9.8012 2.3245
O 1.9819 -1.0177 -2.8100
H -1.9711 1.0102 -3.0742
C -0.6821 7.3856 -0.6918
S -3.0266 2.3423 0.0859
H 2.0723 8.1203 -3.2957
O 0.6437 -5.1678 0.7110
Ru 1.0864 -0.2777 0.3959
C 2.0608 -3.0490 2.0460
C -3.5119 -0.7299 2.5814
H -1.7670 3.1503 -4.2970
N 1.8783 1.7046 -0.8595
H 2.4287 -4.7401 -0.3605
C 4.7157 -0.7405 -0.4208
H 2.9337 -3.5900 2.4197
Se 2.3320 -1.1293 2.3663
H 0.4567 -0.6686 -4.1112
H -3.8191 3.0943 2.4218
H 4.1723 4.1114 -1.1952
C 1.1171 3.3497 -2.4660
Se -0.8037 -2.2188 0.5612
H -5.4643 0.7598 3.1219
C 0.1472 8.4889 -0.5287
C 0.4897 6.7925 -2.7293
H 3.9092 -3.7638 -0.6218
H -4.5025 -2.4225 3.4786
O 3.9452 -1.3981 -1.4207
S -0.0732 2.1052 2.4655
H -1.4596 7.1589 0.0236
H 3.6542 2.0451 0.0959
H -3.5611 -0.0995 3.4667
H 0.1577 -4.4570 4.5669
C 2.3158 4.0519 -2.2654
O -0.2711 0.1835 -1.2806
*
```


3.
# C30H44Br2IrN2P2

A structure of composition C30H44Br2IrN2P2 at a distorted geometry (ωB97M-V/def2-TZVPD, the OMol25 dataset).

Output
Lowest unoccupied orbital energy (spin up / spin down) = -11.589 / -13.725 eV
Frontier orbital gap (spin up / spin down) = 6.29 / 4.72 eV
<S²> = 8.84

ORCA input file:
```
! RIJCOSX wB97M-V def2-TZVPD def2/J DEFGRID3
* xyz 4 6
C 1.9191 -0.8657 -1.9654
C -4.8603 -2.1033 -0.4932
H 2.3594 6.2080 1.6228
C 3.0301 0.8602 1.6049
H -3.4583 4.3679 3.8475
C 1.5900 1.1675 2.0075
C 0.5402 5.1764 1.0120
Br -5.4609 -3.1211 3.4932
H 0.8285 5.2492 -0.0472
H -0.1891 -2.2506 4.5581
H -2.4183 7.0872 -0.9591
C -1.9471 4.3025 2.2816
H 0.7437 -3.6260 0.9924
H -6.3306 -3.2224 0.6495
H 0.7343 4.1487 1.3470
H -1.2517 4.2414 -0.9581
H 1.3919 -5.4739 -6.2364
H 1.0922 1.8241 1.2783
H 1.0571 0.9826 -1.1663
C 1.5831 -2.1769 -2.3751
P -1.2591 5.5069 1.0983
C 0.2013 -1.2648 4.8383
C 2.4585 -5.3744 -6.0252
C 0.3615 -2.9293 1.7478
C 0.3011 -2.7153 -2.1498
H 4.7900 -3.9725 -3.9306
H -2.1677 3.3718 1.7350
H -0.9680 6.5256 -1.8200
H -5.3049 -2.2486 -1.4743
H 3.0432 -6.6352 -7.6905
C 1.3926 -1.8489 2.0444
H 0.9118 7.2260 1.6447
H 0.0760 0.8156 4.2286
C 2.9395 -4.5904 -4.9502
C -1.8992 5.0273 -0.5447
P 0.4964 -0.2669 2.1642
H 2.1459 -1.7581 1.2446
C -0.6782 -1.9323 -1.5471
H -4.0407 4.9281 2.2731
Ir -1.1369 -0.4192 0.7773
H -0.1992 -1.0253 5.8309
N 4.7054 -5.9538 -6.6539
H 1.5534 1.6686 2.9876
H 1.2915 -1.3373 4.9367
C -0.2291 -0.7331 -0.9731
H -2.9736 5.9598 3.2457
C -5.4105 -2.6457 0.6648
C -1.9655 6.2340 -1.4749
H -1.1614 4.0950 3.0215
H -1.7119 -2.2572 -1.4799
C 2.0423 -3.8425 -4.0939
Br -1.4066 1.8057 -0.3484
C -3.1787 4.9232 2.9494
H 2.9020 -0.4855 -2.2290
C 4.3393 -4.5367 -4.7505
C 0.9482 -0.0800 -1.3548
H 0.0787 -3.7189 -2.5013
C 2.4874 -2.9214 -3.1905
C 3.3856 -6.0313 -6.8489
H 3.5472 0.2715 2.3751
H -1.3097 -0.1607 3.7180
H -2.5720 6.0002 -2.3530
C -3.6824 -1.3593 -0.4193
H -2.9696 -1.5598 2.8188
C -4.7412 -2.4400 1.8735
H 0.9703 -3.9963 -4.2806
N -3.0100 -1.2178 0.7476
C 5.1744 -5.2272 -5.6379
C -3.5433 -1.7233 1.9036
H 1.1754 6.0297 2.9250
C 1.2904 6.2166 1.8515
H -0.5788 -2.4850 1.3287
H 3.5713 1.8101 1.4887
H -2.8930 4.5854 -0.3916
C -0.2173 -0.1750 3.8556
H 6.2534 -5.1844 -5.5096
H 3.0812 0.3231 0.6502
H 0.0955 -3.4977 2.6469
H -3.2330 -0.9064 -1.3066
H 1.9410 -2.0245 2.9790
H 3.5371 -2.6182 -3.1585
*
```